The following is a quantum chemistry calculation of a cluster of 9 separate species, C5H30NO8S2 in total, from the Open Molecules 2025 dataset.

Last columns: bonded neighbours and bond lengths (Å).
Element x y z (Å)
1 N -1.40 -0.30 -1.75  C2 1.553, H9 1.034, H10 1.026, H11 1.021
2 C -1.89 1.17 -1.74  N1 1.553, C3 1.547, C4 1.479, H12 1.130
3 C -3.43 1.21 -1.75  C2 1.547, H13 1.107, H14 1.114, H15 1.093
4 C -1.26 2.00 -2.79  C2 1.479, S5 1.917, H16 1.082, H17 1.097
5 S 0.65 2.04 -2.92  C4 1.917, S6 1.998
6 S 1.53 3.03 -1.43  S5 1.998, C7 1.888
7 C 1.88 1.86 0.01  S6 1.888, C8 1.531, H18 1.107, H19 1.060
8 C 2.66 0.61 -0.41  C7 1.531, H20 1.101, H21 1.090, H22 1.121
9 H -1.46 -0.68 -0.80  N1 1.034
10 H -0.41 -0.37 -2.03  N1 1.026
11 H -1.74 -0.91 -2.51  N1 1.021
12 H -1.71 1.47 -0.67  C2 1.130
13 H -3.89 1.89 -2.49  C3 1.107
14 H -3.62 1.48 -0.69  C3 1.114
15 H -4.02 0.30 -1.91  C3 1.093
16 H -1.56 3.04 -2.89  C4 1.082
17 H -1.49 1.58 -3.78  C4 1.097
18 H 1.00 1.52 0.59  C7 1.107
19 H 2.24 2.51 0.77  C7 1.060
20 H 2.27 -0.03 -1.22  C8 1.101
21 H 2.77 -0.11 0.40  C8 1.090
22 H 3.69 0.92 -0.72  C8 1.121
23 H -0.24 -1.46 -4.71  O25 0.973
24 H 0.97 -0.54 -4.47  O25 0.963
25 O 0.04 -0.66 -4.23  H23 0.973, H24 0.963
26 H 2.71 1.15 4.86  O28 0.982
27 H 2.96 1.84 3.54  O28 0.964
28 O 2.78 0.96 3.90  H26 0.982, H27 0.964
29 H 1.10 -2.40 -1.08  O31 0.962
30 H 1.85 -2.03 -2.46  O31 0.963
31 O 1.01 -2.07 -1.98  H29 0.962, H30 0.963
32 H 0.96 -2.32 3.50  O34 0.974
33 H 0.03 -2.56 4.50  O34 0.979
34 O 0.05 -2.68 3.53  H32 0.974, H33 0.979
35 H -0.70 2.08 2.25  O37 0.958
36 H -1.83 0.98 2.40  O37 0.957
37 O -1.31 1.51 1.79  H35 0.958, H36 0.957
38 H -2.22 -1.58 0.91  O40 0.985
39 H -1.00 -2.20 1.27  O40 0.971
40 O -1.46 -1.99 0.43  H38 0.985, H39 0.971
41 H 3.34 -1.63 2.48  O43 0.961
42 H 2.96 -3.16 2.02  O43 0.959
43 O 2.66 -2.28 2.28  H41 0.961, H42 0.959
44 H -2.42 -0.77 3.72  O46 0.969
45 H -1.28 -1.59 3.31  O46 0.985
46 O -1.81 -0.83 2.97  H44 0.969, H45 0.985

E_HOMO (alpha / beta) (Ha): -0.612 / -0.612
Molecular weight (g mol⁻¹): 296.43
Total charge: +2
Multiplicity: 2
⟨S²⟩: 0.756

natural (NBO) atomic charge list, values in e, 6 entries: -0.722, -0.108, -0.653, -0.466, 0.250, 0.550



The following is a quantum chemistry calculation of an isolated molecule of C2H5N3S2, from the Open Molecules 2025 dataset.

Last columns: bonded neighbours and bond lengths (Å).
Element x y z (Å)
1 C -0.87 0.02 1.04  N3 1.421, N4 1.417, H8 1.092, H9 1.093
2 C 2.01 -0.43 -0.85  N5 1.329, H10 1.073, H11 1.073
3 N -0.25 -0.07 -0.24  C1 1.421, N4 1.754, N5 1.414
4 N -1.58 0.96 0.26  C1 1.417, N3 1.754, S7 1.631
5 N 1.08 0.40 -0.38  C2 1.329, N3 1.414, S6 1.648
6 S 1.40 1.96 0.05  N5 1.648
7 S -3.00 0.58 -0.46  N4 1.631, H12 1.345
8 H -1.37 -0.90 1.35  C1 1.092
9 H -0.29 0.49 1.84  C1 1.093
10 H 3.00 -0.02 -0.94  C2 1.073
11 H 1.76 -1.44 -1.10  C2 1.073
12 H -3.08 1.74 -1.12  S7 1.345

E_HOMO (alpha / beta) (Ha): -0.289 / -0.289
Molecular weight (g mol⁻¹): 135.22
Total charge: 0
SMILES: C=[N+]([S-])N1CN1S

natural (NBO) atomic charge list, values in e, 6 entries: -0.108, -0.110, -0.197, -0.410, -0.264, -0.164



The following is a quantum chemistry calculation of a cluster of 7 separate species, C22H32O21 in total, from the Open Molecules 2025 dataset.

Last columns: bonded neighbours and bond lengths (Å).
Element x y z (Å)
1 C 6.21 -6.34 -3.41  C2 1.487, O6 1.430, H7 1.090, H8 1.090
2 C 5.15 -6.35 -2.36  C1 1.487, O3 1.423, H9 1.090, H10 1.090
3 O 5.21 -5.04 -1.81  C2 1.423, C4 1.326
4 C 6.29 -4.42 -2.27  O3 1.326, O5 1.262, O6 1.383
5 O 6.73 -3.33 -1.79  C4 1.262
6 O 6.89 -5.09 -3.31  C1 1.430, C4 1.383
7 H 5.80 -6.37 -4.42  C1 1.090
8 H 6.95 -7.12 -3.28  C1 1.090
9 H 5.24 -7.04 -1.53  C2 1.090
10 H 4.17 -6.41 -2.84  C2 1.090
11 C 7.37 3.13 3.00  C12 1.557, O16 1.410, H17 1.090, H18 1.090
12 C 7.46 2.09 4.15  C11 1.557, O13 1.394, H19 1.090, H20 1.090
13 O 8.59 2.60 4.79  C12 1.394, C14 1.247
14 C 8.94 3.74 4.44  O13 1.247, O15 1.246, O16 1.300
15 O 9.90 4.33 4.97  C14 1.246
16 O 8.23 4.16 3.44  C11 1.410, C14 1.300
17 H 6.35 3.46 2.78  C11 1.090
18 H 7.73 2.74 2.05  C11 1.090
19 H 7.76 1.13 3.73  C12 1.090
20 H 6.63 1.96 4.85  C12 1.090
21 C -1.02 6.41 -1.54  C22 1.495, O26 1.418, H27 1.090, H28 1.090
22 C -2.10 6.96 -0.66  C21 1.495, O23 1.420, H29 1.090, H30 1.090
23 O -2.99 5.87 -0.87  C22 1.420, C24 1.318
24 C -2.77 5.13 -1.94  O23 1.318, O25 1.239, O26 1.293
25 O -3.51 4.31 -2.50  C24 1.239
26 O -1.62 5.48 -2.42  C21 1.418, C24 1.293
27 H -0.18 5.93 -1.04  C21 1.090
28 H -0.53 7.16 -2.16  C21 1.090
29 H -2.56 7.91 -0.94  C22 1.090
30 H -1.92 7.20 0.38  C22 1.090
31 C -0.61 -0.05 -6.87  C32 1.513, O36 1.366, H37 1.090, H38 1.090
32 C 0.77 0.40 -7.28  C31 1.513, O33 1.367, H39 1.090, H40 1.090
33 O 1.52 -0.74 -7.14  C32 1.367, C34 1.369
34 C 0.70 -1.83 -7.06  O33 1.369, O35 1.250, O36 1.349
35 O 1.09 -3.02 -7.03  C34 1.250
36 O -0.57 -1.42 -6.89  C31 1.366, C34 1.349
37 H -1.38 0.38 -7.51  C31 1.090
38 H -0.84 0.24 -5.84  C31 1.090
39 H 1.19 1.18 -6.65  C32 1.090
40 H 0.88 0.75 -8.30  C32 1.090
41 C -1.81 -0.62 1.52  C42 1.517, O46 1.389, H47 1.090, H48 1.090
42 C -0.43 -0.97 0.98  C41 1.517, O43 1.388, H49 1.090, H50 1.090
43 O 0.36 0.03 1.52  C42 1.388, C44 1.364
44 C -0.32 0.52 2.60  O43 1.364, O45 1.236, O46 1.304
45 O 0.19 1.27 3.44  C44 1.236
46 O -1.53 0.05 2.71  C41 1.389, C44 1.304
47 H -2.55 -1.41 1.52  C41 1.090
48 H -2.17 0.17 0.86  C41 1.090
49 H -0.38 -0.82 -0.10  C42 1.090
50 H -0.14 -1.98 1.27  C42 1.090
51 C -1.97 -9.34 -0.54  C52 1.472, O56 1.423, H57 1.090, H58 1.090
52 C -2.18 -10.32 -1.62  C51 1.472, O53 1.428, H59 1.090, H60 1.090
53 O -2.78 -9.48 -2.61  C52 1.428, C54 1.284
54 C -2.46 -8.25 -2.40  O53 1.284, O55 1.259, O56 1.274
55 O -2.69 -7.33 -3.22  C54 1.259
56 O -1.93 -8.11 -1.25  C51 1.423, C54 1.274
57 H -0.99 -9.47 -0.07  C51 1.090
58 H -2.78 -9.38 0.18  C51 1.090
59 H -2.90 -11.11 -1.41  C52 1.090
60 H -1.32 -10.82 -2.07  C52 1.090
61 C -7.80 3.40 3.04  C62 1.487, H68 1.090, H69 1.090, H70 1.090
62 C -7.37 3.63 4.44  C61 1.487, O63 1.377, H71 1.090, H72 1.090
63 O -6.30 4.50 4.42  C62 1.377, C64 1.350
64 C -5.58 4.71 5.54  O63 1.350, O65 1.248, O66 1.394
65 O -6.02 4.75 6.71  C64 1.248
66 O -4.36 5.21 5.08  C64 1.394, C67 1.377
67 C -3.61 5.94 5.98  O66 1.377, H73 1.090, H74 1.090, H75 1.090
68 H -6.96 3.24 2.36  C61 1.090
69 H -8.30 4.30 2.68  C61 1.090
70 H -8.52 2.59 2.98  C61 1.090
71 H -7.14 2.62 4.78  C62 1.090
72 H -8.19 3.95 5.09  C62 1.090
73 H -4.18 6.63 6.61  C67 1.090
74 H -2.92 6.57 5.43  C67 1.090
75 H -3.09 5.23 6.63  C67 1.090

E_HOMO (Ha): -0.378
Molecular weight (g mol⁻¹): 632.48
Total charge: 0
SMILES: CCOC(=O)OC.O=C1OCCO1.O=C1OCCO1.O=C1OCCO1.O=C1OCCO1.O=C1OCCO1.O=C1OCCO1

Löwdin atomic charge list, values in e, 6 entries: -0.133, -0.118, 0.072, -0.499, 0.081, 0.058



It is found that the max |F| values, taken in the order of the records, are 0.0518; 0.0506; 0.1464 hartree/bohr.